3 unconnected molecules or ions with the total composition CH2N2O3 in a non-equilibrium geometry. Source: OMol25; level of theory: wB97M-V/def2-TZVPD.

As for the molecular weight: 90.0 g/mol. The value obtained for the energy is -374.24422 Ha. As for the multiplicity: 1. Its LUMO energy is 0.0100 Eh. The value obtained for the orbital gap is 10.93 eV.

```
8
Properties=species:S:1:pos:R:3:forces:R:3:lowdin_charge:R:1
C -1.040649 0.811481 -0.040851 -0.339 0.148 0.357 -0.0350
N -2.255653 -1.992272 -0.192407 -2.265 3.216 1.845 0.1919
N -1.756746 -2.957355 0.301644 -0.740 0.580 -1.111 -0.3848
O -1.479431 -2.848828 -1.060381 2.269 -1.796 -3.430 0.0096
O -1.586561 -3.772342 1.083592 0.711 -2.058 2.690 0.1940
O -0.222217 0.656973 -0.790672 0.364 -0.089 -0.350 0.0243
H 3.912667 5.124771 0.121022 -1.105 0.315 -0.979 -0.0001
H 4.428593 4.977573 0.578050 1.105 -0.315 0.979 0.0001
```
Forces are in eV/Å.